No. 1
Here is a single C19H23N3O5S molecule from OMol25. Energies are from the ωB97M-V functional and the def2-TZVPD basis.

Output
E_LUMO = 0.4 eV
HOMO-LUMO gap = 8.342 eV
relative energy (zero: lowest compared OMol25 entry of this formula, charge and spin) = 31.8 kJ/mol
spin multiplicity = 1
HOMO = -7.922 eV
E_tot = -1676.51862 hartree

Geometry (Å):
C -2.592 -4.960 1.195
O -1.743 -4.028 0.576
C -1.929 -3.951 -0.815
C -1.024 -2.860 -1.367
O -1.580 -1.600 -1.014
C -0.749 -0.563 -0.960
O 0.432 -0.651 -1.268
C -1.370 0.680 -0.516
C -0.598 1.828 -0.412
N 0.733 1.907 -0.690
C 1.442 3.051 -0.506
O 0.908 4.082 -0.149
C 2.935 2.920 -0.800
N 3.414 1.569 -0.892
C 3.507 0.961 -2.202
C 3.449 0.768 0.238
C 3.928 -0.544 0.166
C 3.977 -1.343 1.292
C 3.558 -0.864 2.521
C 3.088 0.434 2.606
C 3.028 1.241 1.486
S -1.478 3.188 0.129
C -2.939 2.219 0.234
C -4.198 2.837 0.683
N -4.097 4.136 1.057
O -5.266 2.254 0.724
C -2.728 0.915 -0.136
C -3.773 -0.143 -0.136
H -2.419 -5.972 0.808
H -2.358 -4.933 2.257
H -3.647 -4.701 1.045
H -1.674 -4.911 -1.291
H -2.977 -3.711 -1.051
H -0.958 -2.931 -2.458
H -0.021 -2.947 -0.939
H 1.154 1.013 -0.961
H 3.130 3.438 -1.743
H 3.478 3.471 -0.023
H 2.857 0.084 -2.284
H 4.535 0.655 -2.415
H 3.206 1.681 -2.960
H 4.270 -0.949 -0.771
H 4.349 -2.353 1.204
H 3.597 -1.492 3.397
H 2.752 0.827 3.555
H 2.638 2.241 1.598
H -3.233 4.647 1.042
H -4.934 4.600 1.369
H -3.462 -0.968 0.502
H -3.904 -0.534 -1.143
H -4.714 0.266 0.219

No. 2
Here is a single C3H3N3O molecule in a non-equilibrium geometry from OMol25. Energies are from the ωB97M-V functional and the def2-TZVPD basis.

Output
E_LUMO = -0.5 eV
HOMO-LUMO gap = 8.659 eV
relative energy (zero: lowest compared OMol25 entry of this formula, charge and spin) = 404.7 kJ/mol
spin multiplicity = 1
HOMO = -9.167 eV
E_tot = -355.48575 hartree

Geometry (Å):
H 0.908 2.164 0.421
N 0.738 1.235 0.634
C 1.346 0.425 -0.070
N 1.229 -0.892 -0.027
N 0.224 -1.597 0.174
C -1.082 -1.170 -0.005
C -1.536 0.052 -0.072
O -2.095 1.053 -0.190
H 2.087 0.857 -0.845
H -1.819 -2.128 -0.019

Question: The lowest E_LUMO belongs to which entry?
Answer: C3H3N3O